The following is a quantum chemistry calculation of 16 unconnected molecules or ions with the total composition C19H39BrCl31P, from the Open Molecules 2025 dataset.

Geometry as XYZ:
```
91
Properties=species:S:1:pos:R:3
C 0.0886 3.5271 0.1423
C -1.2542 4.1696 0.5198
C -2.4403 3.5154 -0.2684
C -3.0438 4.4684 -1.3170
P -3.5546 2.7970 1.0407
Cl -5.4115 3.5880 0.5976
Br -3.8314 0.6947 0.3074
H 0.4272 3.8617 -0.8422
H -0.0520 2.4483 0.0863
H 0.8701 3.7296 0.8783
H -1.2453 5.2358 0.2897
H -1.3938 4.0684 1.6018
H -2.0280 2.6522 -0.7988
H -2.7539 5.4996 -1.1081
H -2.6467 4.2000 -2.2968
H -4.1276 4.4294 -1.3855
C -7.0812 5.6845 3.0477
Cl -6.7717 6.5075 4.5830
Cl -7.4449 6.8162 1.7389
H -6.1960 5.1248 2.7750
H -7.9328 5.0281 3.1780
C 0.5320 -0.8180 0.1753
Cl 0.3714 0.1455 -1.3035
Cl -0.1536 -0.0052 1.5918
H -0.0037 -1.7476 0.0319
H 1.5825 -1.0023 0.3590
C -0.5834 4.5415 -4.5753
Cl -0.6110 2.9969 -3.7169
Cl 1.0387 5.2421 -4.6348
H -0.9270 4.3745 -5.5887
H -1.2302 5.2355 -4.0505
C 1.2531 6.9197 0.0720
Cl -0.0826 7.3699 -0.9921
Cl 2.7909 6.8116 -0.7958
H 1.3444 7.6746 0.8431
H 1.0382 5.9449 0.4945
C 6.0140 8.7160 -0.0798
Cl 6.0088 10.3392 0.6227
Cl 7.0987 8.5847 -1.4689
H 6.3473 8.0187 0.6790
H 5.0087 8.4848 -0.4079
C -4.4560 -0.0093 4.8949
Cl -4.7839 1.4893 4.0137
Cl -3.0773 -0.8922 4.2298
H -4.2344 0.2465 5.9237
H -5.3324 -0.6417 4.8257
C 2.9756 -4.2911 0.6736
Cl 1.6404 -3.9663 -0.4472
Cl 3.1116 -3.0586 1.9268
H 2.7921 -5.2434 1.1536
H 3.8944 -4.3123 0.1031
C -5.4896 1.3361 -2.9902
Cl -3.9805 2.0180 -3.6100
Cl -6.9088 1.9224 -3.8676
H -5.4399 0.2594 -3.0978
H -5.5875 1.6169 -1.9487
C 0.4023 -5.3566 -3.7343
Cl -0.9271 -4.3363 -3.1599
Cl 0.5534 -6.8468 -2.8005
H 0.2017 -5.6216 -4.7656
H 1.3244 -4.7965 -3.6366
C 5.4820 -7.1332 2.8606
Cl 5.6989 -6.0888 1.4469
Cl 4.7223 -6.2799 4.2099
H 4.8513 -7.9637 2.5709
H 6.4606 -7.4741 3.1757
C -0.4952 -4.5642 3.7141
Cl -0.5655 -3.0185 2.8634
Cl 0.8525 -5.5768 3.1741
H -0.3452 -4.3569 4.7661
H -1.4185 -5.1005 3.5318
C 1.7328 -3.1233 7.4273
Cl 2.8601 -3.8230 6.2643
Cl 0.0730 -3.7020 7.2074
H 2.0506 -3.4034 8.4239
H 1.7318 -2.0479 7.3001
C 4.9979 -11.0011 0.2893
Cl 5.3923 -10.4737 1.9351
Cl 5.1214 -9.6815 -0.8752
H 5.6975 -11.7789 0.0101
H 3.9783 -11.3657 0.2906
C -3.1965 -6.8100 -4.5461
Cl -2.0699 -7.4536 -5.7520
Cl -4.8778 -7.1985 -4.9258
H -2.9488 -7.2496 -3.5876
H -3.0879 -5.7334 -4.5213
C 4.2268 3.4042 -6.0792
Cl 5.6824 4.4051 -6.1522
Cl 4.0351 2.3875 -7.5135
H 4.2996 2.7594 -5.2121
H 3.3662 4.0569 -6.0076
```

- Net charge: 0
- Highest occupied orbital energy: -9.3 eV
- Multiplicity: 1
- Relative energy (zero: lowest compared OMol25 entry of this formula, charge and spin): 0.0 kcal/mol